Below is 2 unconnected molecules or ions with the total composition C2H9NOS in a non-equilibrium geometry, with properties calculated with ωB97M-V/def2-TZVPD.

The value obtained for the calculated total energy is -609.7434 Ha. The HOMO-LUMO gap comes out at 8.6 eV. For the LUMO energy, the calculation gives 0.53 eV. For the relative energy (zero: lowest compared OMol25 entry of this formula, charge and spin), the calculation gives 0.704 eV.

Atoms and positions in Å:
C (0.42, -2.54, 0.63)
S (-0.84, -1.20, 0.37)
C (-0.18, -0.09, -0.93)
N (0.81, 0.68, -0.24)
H (0.12, -3.17, 1.48)
H (1.46, -2.22, 0.78)
H (0.37, -3.15, -0.29)
H (0.44, -0.60, -1.69)
H (-0.88, 0.59, -1.46)
H (0.45, 1.55, 0.18)
H (1.44, 0.97, -1.00)
O (-0.91, 2.86, 0.54)
H (-1.87, 2.78, 0.38)
H (-0.84, 3.54, 1.25)